{
  "formula": "C11H12ClNO2W",
  "method": "the ωB97M-V functional and the def2-TZVPD basis",
  "homo_ev": [-25.76, -25.76],
  "total_charge": 4,
  "homo_lumo_gap_ev": [4.95, 4.95],
  "species": ["Cl", "C", "C", "C", "H", "C", "C", "H", "H", "H", "C", "W", "C", "C", "O", "O", "H", "H", "H", "C", "C", "C", "N", "H", "H", "H", "H", "H"],
  "coordinates": [[-2.4509, -0.9316, -0.1533], [0.8615, -1.3429, -1.6763], [1.5937, -0.1301, -1.4750], [0.7820, 0.9585, -1.9338], [2.6296, -0.0676, -1.1527], [-0.4794, 0.4445, -2.3603], [-0.4094, -0.9887, -2.2176], [-1.1562, -1.6829, -2.6029], [1.2310, -2.3467, -1.4939], [1.0566, 2.0125, -1.9615], [-1.6414, 1.2512, -2.8407], [-0.2187, -0.0831, -0.2202], [1.5743, 0.8967, 1.0144], [-0.1514, -1.4696, 1.3093], [2.2531, 1.2597, 1.8667], [-0.2119, -2.2032, 2.2134], [-1.6530, 2.2208, -2.3392], [-2.5841, 0.7489, -2.6204], [-1.5944, 1.4312, -3.9183], [-1.5260, 1.3169, 4.7319], [-2.0187, 2.0576, 3.4645], [-1.4098, 1.5887, 2.2448], [-0.9584, 1.1976, 1.2483], [-1.8466, 0.2694, 4.7178], [-1.9405, 1.7819, 5.6306], [-0.4339, 1.3596, 4.8072], [-3.1110, 1.9351, 3.3534], [-1.8031, 3.1366, 3.5454]],
  "forces_ev_per_a": [[2.53, 0.60, -0.28], [0.75, -0.40, -0.35], [1.26, -0.22, -2.20], [0.71, -0.11, -0.13], [0.05, -0.03, 0.04], [-0.07, -0.24, -2.91], [-0.02, -0.21, -1.68], [-0.04, -0.02, 0.36], [0.10, -0.16, -0.01], [0.06, 0.09, 0.26], [-0.05, -0.33, 1.60], [-6.31, 4.18, 5.68], [2.43, 0.60, 3.65], [0.63, -6.59, 6.15], [-2.69, -1.33, -3.82], [0.33, 4.16, -4.93], [0.01, 0.29, -0.24], [-0.07, -0.09, -0.33], [0.30, -0.03, -0.46], [0.83, -0.75, 0.48], [-0.21, -0.25, -0.68], [-1.41, 1.30, 2.30], [1.06, -1.19, -1.93], [-0.02, 0.21, -0.04], [-0.11, 0.20, -0.32], [-0.21, 0.04, 0.09], [0.08, 0.13, -0.19], [0.09, 0.16, -0.10]]
}



{
  "formula": "C11H12CuN3O2S",
  "method": "the ωB97M-V functional and the def2-TZVPD basis",
  "homo_ev": -8.57,
  "total_charge": 0,
  "homo_lumo_gap_ev": 8.61,
  "species": ["Cu", "N", "C", "S", "N", "C", "C", "C", "C", "C", "C", "H", "H", "H", "H", "H", "H", "H", "H", "O", "C", "C", "C", "C", "O", "N", "H", "H", "H", "H"],
  "coordinates": [[-1.5618, -1.0092, -0.3901], [-2.3400, 1.4613, 1.8948], [-1.2866, 0.6449, 2.0089], [-1.5331, -1.0409, 1.8269], [-0.1118, 1.2448, 2.2269], [1.1992, 0.7284, 2.4419], [2.2457, 1.5648, 2.0688], [3.5579, 1.1709, 2.2606], [3.8373, -0.0669, 2.8206], [2.7904, -0.8947, 3.1952], [1.4699, -0.5049, 3.0185], [-3.2212, 1.0553, 1.6338], [-2.2609, 2.4637, 1.9339], [-0.1262, 2.2510, 2.1619], [2.0310, 2.5233, 1.6073], [4.3625, 1.8279, 1.9572], [4.8621, -0.3831, 2.9637], [2.9935, -1.8622, 3.6365], [0.6704, -1.1627, 3.3184], [-1.7127, 1.3064, -2.5136], [-1.6549, 0.1883, -2.9969], [-1.6306, -0.1216, -4.4890], [-1.5596, -1.6457, -4.5509], [-1.5499, -2.0796, -3.0882], [-1.5013, -3.2289, -2.6988], [-1.6047, -0.9734, -2.2758], [-0.7708, 0.3755, -4.9365], [-2.5240, 0.2954, -4.9522], [-0.6587, -2.0230, -5.0332], [-2.4112, -2.1053, -5.0507]],
  "forces_ev_per_a": [[-0.01, -0.05, 0.22], [-0.01, -0.01, 0.12], [0.06, 0.12, -0.43], [0.05, -0.15, -0.04], [-0.03, -0.03, 0.23], [0.05, -0.09, -0.12], [-0.02, 0.06, -0.07], [0.05, -0.01, -0.01], [-0.03, -0.01, 0.01], [0.00, 0.00, 0.01], [-0.07, 0.00, 0.02], [-0.01, -0.01, -0.02], [0.00, 0.02, -0.04], [0.01, 0.07, 0.04], [0.00, -0.03, 0.02], [-0.02, 0.00, 0.01], [-0.02, 0.01, 0.00], [0.00, 0.03, -0.01], [-0.02, 0.03, 0.00], [0.02, -0.06, -0.02], [-0.03, -0.04, 0.05], [0.01, -0.07, 0.00], [0.00, 0.06, 0.00], [-0.01, -0.01, -0.01], [0.00, 0.10, -0.04], [0.03, 0.07, 0.06], [0.00, 0.02, 0.00], [-0.01, 0.02, 0.01], [0.01, -0.01, 0.00], [-0.01, -0.01, 0.00]]
}



{
  "formula": "C11H12N2",
  "method": "the ωB97M-V functional and the def2-TZVPD basis",
  "homo_ev": -7.75,
  "total_charge": 0,
  "homo_lumo_gap_ev": 8.60,
  "relative_energy_ev": 7.305,
  "species": ["C", "C", "C", "C", "C", "C", "C", "C", "C", "C", "C", "N", "N", "H", "H", "H", "H", "H", "H", "H", "H", "H", "H", "H", "H"],
  "coordinates": [[1.8932, -0.1550, -0.2007], [1.7056, -1.3722, 1.6942], [-1.7969, -0.3716, 0.7455], [0.6343, -0.9756, -0.2849], [2.5681, -0.3958, 0.9051], [0.2368, -1.0688, 1.3532], [-0.3792, -0.4538, -1.1876], [0.9089, -2.1773, 0.6865], [3.7300, 0.1050, 1.5122], [-2.8645, 1.3729, -1.6755], [-2.7167, -0.1175, -1.5871], [-0.9398, -0.5347, 1.6505], [-1.6178, -0.5817, -0.6553], [2.0290, 0.4648, -1.0583], [2.0292, -1.7162, 2.5743], [-2.6236, 0.2496, 0.9887], [0.8269, -3.2011, 0.4415], [3.7351, 0.6002, 2.4974], [4.2178, 0.9282, 0.8541], [4.4820, -0.6788, 1.7181], [-3.2881, 1.7586, -0.7561], [-1.9336, 1.7414, -1.9346], [-3.6078, 1.5915, -2.3932], [-3.5995, -0.6889, -1.5056], [-2.2818, -0.5508, -2.5785]],
  "forces_ev_per_a": [[-0.08, -0.47, -1.44], [-1.66, 2.34, -4.35], [-0.55, 0.00, -1.44], [2.06, 1.35, 1.40], [-2.56, -0.96, 0.48], [1.27, -1.93, -1.43], [0.26, -2.13, 1.00], [-1.66, 1.52, -0.34], [4.55, 2.81, 0.06], [-1.55, -1.49, 1.30], [2.68, -1.44, -2.17], [-0.20, 0.06, 1.75], [-0.42, 1.13, 0.38], [0.74, 0.65, -0.11], [0.84, -1.60, 3.28], [-1.09, 0.02, 0.04], [-0.47, -0.90, 0.09], [-1.09, -0.13, -0.12], [-0.50, -1.52, 0.87], [-0.09, 0.09, -0.53], [0.39, 0.36, 0.39], [1.73, 1.26, -0.36], [-0.62, 0.35, -1.17], [-1.17, -0.47, 0.96], [-0.79, 1.13, 1.46]]
}